# 1
Density functional theory data (ωB97M-V/def2-TZVPD) for a cluster of 2 separate species, C35H34N2O3 in total in a non-equilibrium geometry.

Structure (XYZ):
```
74
Properties=species:S:1:pos:R:3:forces:R:3:mulliken_charge:R:1
C 2.398607 -5.944893 -6.901075 0.29 -0.02 1.21 -0.8240
O 2.713096 -5.873699 -5.495339 0.33 -0.87 -1.45 -0.4479
C 2.060452 -4.981792 -4.719162 -1.06 1.48 1.06 0.8224
C 2.398825 -4.970405 -3.333850 -0.01 -0.78 -1.87 -0.3821
C 1.875224 -4.030309 -2.498219 -1.03 2.09 0.40 -0.5215
C 1.058017 -2.918379 -2.999919 0.25 -2.78 -2.04 -0.1751
O 0.834130 -1.841564 -2.378986 -0.34 0.83 0.93 -0.4962
C 0.542143 -3.141764 -4.348387 0.19 1.23 1.82 -1.0955
C 1.075970 -4.073226 -5.197232 1.02 -1.49 -0.16 0.0821
H 3.065203 -6.735529 -7.238910 -0.15 0.06 -0.33 0.2328
H 1.348697 -6.224958 -7.066579 0.19 0.07 0.04 0.3173
H 2.623162 -5.001461 -7.418429 -0.06 -0.14 0.14 0.3253
H 3.091557 -5.741372 -2.981906 -0.24 0.26 -0.06 0.3324
H 2.108277 -4.018197 -1.430783 0.13 -0.01 -0.25 0.3047
H -0.221071 -2.434314 -4.677248 0.24 -0.11 -0.09 0.3305
H 0.734431 -4.117886 -6.238357 0.15 -0.03 0.43 0.2706
C -2.387289 2.415047 4.357551 -0.06 0.24 -0.12 -1.0906
N -1.884953 1.268805 3.641707 0.00 -0.95 0.52 0.3656
C -1.885141 0.016664 4.203436 -0.15 0.33 0.08 0.2746
O -2.252817 -0.279994 5.328044 0.27 0.20 -0.82 -0.6783
C -1.359629 -0.955258 3.149899 0.65 0.10 0.22 -0.0503
C -2.397780 -1.992521 2.732545 -0.18 0.01 0.31 -1.3981
C -3.657368 -1.319410 2.246339 -0.29 -0.27 -0.14 0.3595
C -4.634934 -0.926413 3.166139 -0.06 0.06 -0.05 -0.2140
C -5.787757 -0.273193 2.732167 0.12 0.03 -0.10 -0.6979
C -5.973532 -0.002247 1.372402 0.23 -0.09 0.08 -0.4849
C -5.007939 -0.418289 0.450928 0.04 -0.01 0.06 -0.7563
C -3.861862 -1.090314 0.883579 -0.08 0.18 0.15 -0.1154
N -0.984944 -0.057544 2.060651 0.45 -0.34 -1.52 0.5894
C -0.431727 -0.481021 0.911208 -0.50 0.37 1.02 -0.7451
C -0.227061 0.335765 -0.192062 -0.14 -0.09 -0.46 -0.0164
C 0.746763 0.019853 -1.150390 -0.05 1.04 1.58 -0.1290
C 1.071285 0.970985 -2.195047 -0.03 0.51 -0.95 0.9556
C 2.263821 0.814809 -2.933427 -0.36 -0.15 0.29 -0.3496
C 2.648411 1.748468 -3.888393 -0.23 0.37 0.03 -0.6667
C 1.829926 2.859363 -4.161268 0.07 -0.37 0.44 -0.3728
C 0.624143 3.015767 -3.459313 0.10 -0.20 0.18 -0.6958
C 0.238292 2.080009 -2.494981 0.46 -0.26 -0.24 -0.3060
C -1.342241 1.349302 2.293866 -0.72 0.16 0.50 -0.5634
C -0.194972 2.311521 2.198251 1.12 -0.11 0.48 -0.9030
C 0.893950 2.192910 2.990723 -1.23 0.02 -0.56 -0.1046
C 2.096065 3.002501 2.881918 1.08 0.71 0.06 0.8901
C 3.163999 2.782181 3.786332 -0.55 0.17 -0.54 -0.4566
C 4.329043 3.540878 3.710798 -0.07 0.23 -0.25 -0.5493
C 4.453372 4.544886 2.737913 -0.32 -0.34 0.13 -0.4469
C 3.406721 4.764959 1.831976 -0.13 -0.19 0.15 -0.6463
C 2.238881 4.001423 1.891688 0.30 -0.25 0.48 -0.4667
H -2.688568 2.081232 5.354947 0.05 0.08 -0.25 0.3697
H -1.612807 3.183588 4.437367 -0.09 -0.07 0.05 0.3063
H -3.247919 2.835433 3.823493 0.06 -0.02 0.16 0.3590
H -0.447435 -1.436368 3.542795 -0.34 0.04 -0.07 0.3836
H -1.969841 -2.650248 1.966459 -0.10 0.09 0.16 0.5751
H -2.607889 -2.586047 3.630220 0.03 -0.03 -0.22 0.5909
H -4.480877 -1.137795 4.228715 -0.10 0.11 -0.36 0.4127
H -6.535503 0.027973 3.465598 0.14 -0.06 -0.22 0.3965
H -6.866996 0.526204 1.035542 0.26 -0.19 0.08 0.3913
H -5.137252 -0.226835 -0.613921 -0.05 -0.05 0.25 0.4104
H -3.116537 -1.445995 0.165974 -0.28 0.16 0.13 0.4856
H -0.188636 -1.545907 0.878251 0.28 0.29 0.03 0.6451
H -0.827107 1.256502 -0.251872 0.46 -0.53 -0.03 0.0188
H 1.488611 -0.715262 -0.855215 -0.31 0.10 -0.46 0.2989
H 2.848030 -0.086582 -2.750442 -0.05 0.25 -0.05 0.3709
H 3.603825 1.625344 -4.398373 -0.33 0.01 0.01 0.3770
H 2.140128 3.601529 -4.903408 -0.15 -0.30 0.29 0.3764
H -0.008143 3.887356 -3.638138 0.15 -0.31 -0.07 0.3770
H -0.729113 2.184629 -2.001093 0.34 0.10 -0.14 0.4426
H -2.130220 1.682417 1.591820 0.10 -0.34 0.15 0.5299
H -0.288504 3.096510 1.445285 0.18 -0.31 0.18 0.4047
H 0.889739 1.452479 3.802019 -0.01 0.07 -0.41 0.1776
H 3.044988 1.997833 4.536910 0.14 0.25 -0.15 0.3602
H 5.140861 3.351007 4.411890 -0.18 0.08 -0.18 0.3752
H 5.361575 5.147344 2.685405 -0.28 -0.19 0.00 0.3658
H 3.498711 5.537861 1.070720 0.01 -0.17 0.16 0.3793
H 1.427437 4.165656 1.178253 0.41 0.05 0.20 0.2128
```
Forces are in eV/Å.

## Properties
E, eV: -45965.858
Multiplicity: 1
Gap between HOMO and LUMO, Ha: 0.13564
E_HOMO, eV: -5.08
Energy above the lowest of the compared OMol25 structures with the same formula, charge and spin, eV: 0.387
E_LUMO, eV: -1.3887

---

# 2
Density functional theory data (ωB97M-V/def2-TZVPD) for the molecule C11H16N2O4S.

Structure (XYZ):
```
34
Properties=species:S:1:pos:R:3:forces:R:3:mulliken_charge:R:1
C 1.541463 -0.976807 1.616656 -0.15 -0.01 -0.11 -2.1342
H 1.674366 0.082256 1.829819 0.04 0.13 0.01 0.4281
H 2.513757 -1.463022 1.605321 0.06 0.02 0.03 0.5253
H 0.935769 -1.419057 2.405179 -0.07 -0.05 0.09 0.4678
C 0.876083 -1.173084 0.256102 -0.03 0.29 0.11 1.5285
N -0.463964 -0.604211 0.332745 -0.04 -0.03 0.33 -0.1099
C -1.316434 -0.569626 -0.728234 -0.34 0.12 0.35 0.1977
O -1.093188 -1.108005 -1.797007 0.35 -0.21 -0.46 -0.6687
N -2.511079 0.067937 -0.513406 -0.45 -0.01 -0.13 -0.0444
H -3.061814 0.164432 -1.351812 0.11 -0.06 0.04 0.2910
C -2.868994 0.896604 0.621366 0.51 0.06 0.01 -1.3216
C -2.063173 2.158427 0.690420 -0.68 0.46 -0.43 0.8868
C -2.200688 3.360269 0.061842 -0.05 -0.61 0.32 -0.6228
C -1.095699 4.150611 0.464946 0.40 -0.22 0.33 -0.4094
C -0.365859 3.371594 1.304666 0.10 0.82 -0.33 -0.5540
O -0.939232 2.163239 1.447681 -0.10 -0.42 0.25 -0.2431
H 0.541095 3.550223 1.846757 0.12 -0.06 0.12 0.4739
H -0.881881 5.156252 0.168080 0.12 0.22 -0.01 0.4284
H -2.990547 3.650404 -0.599880 -0.22 0.00 -0.14 0.4783
H -2.733747 0.326246 1.546751 -0.15 0.08 -0.02 0.2877
H -3.926406 1.147735 0.525168 0.12 -0.05 0.08 0.4827
H -0.629815 0.012087 1.110428 0.03 -0.01 -0.04 0.4025
C 0.799155 -2.665411 -0.065364 0.56 -0.01 -0.56 -1.0576
H 0.811905 -3.295770 0.816300 0.14 -0.14 0.04 0.4347
H -0.049877 -2.897593 -0.700125 -0.05 -0.04 -0.05 0.4683
S 2.269114 -2.935808 -1.090714 -0.30 -0.28 -0.28 1.0623
O 2.154392 -4.109855 -1.908668 -0.29 0.03 -0.19 -0.7013
O 3.448350 -2.823582 -0.270618 0.11 0.38 0.25 -0.6250
C 2.009743 -1.390700 -1.996302 0.01 -0.57 0.42 -0.7079
C 1.726084 -0.455292 -0.842154 -0.02 0.36 0.04 -1.2054
H 2.674655 -0.147565 -0.401238 -0.03 0.06 0.00 0.4241
H 1.195653 0.436084 -1.180399 0.05 -0.04 0.02 0.3081
H 1.138942 -1.543789 -2.626572 -0.06 -0.03 -0.06 0.3214
H 2.881871 -1.115225 -2.577736 0.17 -0.17 -0.03 0.5080
```
Forces are in eV/Å.

## Properties
SMILES: C[C@@]1(NC(=O)NCc2ccco2)CCS(=O)(=O)C1
E, eV: -33672.035
Multiplicity: 1
Gap between HOMO and LUMO, Ha: 0.35745
E_HOMO, eV: -9.21
Energy above the lowest of the compared OMol25 structures with the same formula, charge and spin, eV: 1.806
E_LUMO, eV: 0.5134

---

# 3
Density functional theory data (ωB97M-V/def2-TZVPD) for the molecule C2H6N4S in a non-equilibrium geometry.

Structure (XYZ):
```
13
Properties=species:S:1:pos:R:3:forces:R:3:mulliken_charge:R:1
C 0.345345 -0.104963 0.021992 -0.15 -6.21 -0.39 0.1145
C -0.449206 1.061585 0.099462 -0.33 1.01 1.41 0.6659
H -2.273917 -1.255511 -1.097206 0.59 -0.41 1.46 0.2476
H -2.154841 -1.181824 0.683643 0.90 -1.33 -3.21 0.3513
H 0.301411 -1.939413 -0.575218 -0.60 -0.89 0.16 0.1309
H -0.449359 2.943141 -0.766601 1.53 -1.97 0.48 0.2402
H 1.202931 2.115371 -1.003293 -3.90 -0.92 1.76 0.2689
H -2.198287 1.718332 0.809154 1.40 -1.00 0.09 0.1863
N -1.776670 -1.677704 -0.263409 -0.41 2.40 1.69 -0.6880
N -0.403790 -1.265192 -0.319519 0.84 1.47 -0.05 -0.0333
N 0.137177 2.056234 -0.594637 0.85 4.13 -2.18 -0.4373
N -1.513451 0.902670 0.825864 -0.75 2.16 -1.14 -0.6577
S 1.943272 -0.515743 0.230169 0.03 1.56 -0.07 -0.3893
```
Forces are in eV/Å.

## Properties
SMILES: [H]/N=C(\N)C(=S)NN
E, eV: -18964.327
Multiplicity: 1
Gap between HOMO and LUMO, Ha: 0.31718
E_HOMO, eV: -8.52
Energy above the lowest of the compared OMol25 structures with the same formula, charge and spin, eV: 2.719
E_LUMO, eV: 0.1145

---

# 4
Density functional theory data (ωB97M-V/def2-TZVPD) for the ion C8H23N3P with charge +1 in a non-equilibrium geometry.

Structure (XYZ):
```
35
Properties=species:S:1:pos:R:3:forces:R:3:mulliken_charge:R:1
C 3.043443 0.621287 -0.083052 -0.43 1.29 -2.30 -1.2208
C 1.801715 2.093223 -1.567697 -0.10 -0.47 1.48 -1.3240
C -2.314296 0.391954 -1.579281 -0.70 -2.37 -0.71 -0.8706
C -2.410209 0.967700 0.784857 -0.02 -1.50 -3.68 -1.4279
C -1.274366 -2.337654 0.674968 -4.11 2.00 -1.67 -0.8822
C 0.243998 -1.196651 2.071018 0.40 3.01 2.48 -0.8418
C 0.676921 0.840745 0.303501 -0.19 1.37 -1.18 -1.1389
C -0.390322 -0.162926 -0.219351 2.71 0.04 0.33 0.3721
N 1.710737 0.907228 -0.719476 2.14 1.31 2.14 0.1603
N -1.724141 0.146104 -0.213767 -0.22 0.11 -3.20 0.3977
N -0.103234 -1.470308 0.668793 -2.50 0.71 2.71 0.1330
P 0.601816 -0.665455 -1.830170 -3.63 1.42 -2.23 -0.2825
H 3.162953 -0.381861 -0.112022 0.18 -3.70 0.17 0.5066
H 3.854102 0.916415 -0.724930 0.17 0.69 -0.42 0.3961
H 3.319906 0.894772 0.899424 -0.55 1.14 1.25 0.3818
H 0.868947 2.257024 -1.959684 -2.54 -0.01 -1.47 0.4950
H 1.953930 3.079321 -1.108752 1.21 -0.46 0.24 0.2965
H 2.413862 1.685555 -2.324585 1.14 0.93 -1.22 0.5253
H -1.610714 0.283260 -2.470630 -0.62 -0.24 1.50 0.3011
H -3.228689 -0.353372 -1.784089 1.81 1.93 0.49 0.2764
H -2.579736 1.429928 -1.601713 -0.77 0.45 -0.18 0.3205
H -1.769217 1.123203 1.528759 1.95 0.39 3.78 0.5452
H -2.569155 1.877435 0.301826 -0.70 1.88 -0.36 0.3948
H -3.315509 0.453087 0.918597 -1.33 -0.21 1.21 0.3981
H -2.182210 -1.579086 0.769720 1.80 -1.76 0.54 0.2396
H -1.550504 -2.672914 -0.327689 0.81 -0.12 -0.14 0.3167
H -1.390185 -3.175688 1.320209 0.81 -0.27 0.93 0.4124
H -0.576563 -0.611582 2.622164 0.97 -0.15 -1.51 0.3418
H 0.127372 -2.050278 2.638331 0.46 -2.37 0.81 0.4461
H 1.252201 -0.672715 2.389973 -2.01 -1.45 -1.29 0.3389
H 1.244644 0.615360 1.166239 -0.43 -0.36 1.00 0.2383
H 0.302312 1.848272 0.439841 -0.66 0.16 0.19 0.2717
H 0.595200 -1.912777 0.191335 2.60 -1.55 -1.19 0.4015
H -0.215074 -1.849639 -2.026939 0.20 0.04 0.21 0.0882
H 1.618184 -1.260985 -1.280492 2.12 -1.89 1.29 -0.0071
```
Forces are in eV/Å.

## Properties
E, eV: -22416.348
Multiplicity: 1
Gap between HOMO and LUMO, Ha: 0.34997
E_HOMO, eV: -11.94
Energy above the lowest of the compared OMol25 structures with the same formula, charge and spin, eV: 2.335
E_LUMO, eV: -2.4181
Charge: +1

---

What is the formula in the fourth record?
C8H23N3P

---

gap between HOMO and LUMO of number 3 (C2H6N4S)?
0.31718 Ha

---

Number 3 is which compound?
C2H6N4S